[1]
The following is a quantum chemistry calculation of an isolated ion of composition C5H13N2 and charge +1, from the Open Molecules 2025 dataset.

Last columns: bonded neighbours and bond lengths (Å).
Element x y z (Å)
1 C -2.231 0.893 0.448  C2 1.626, H8 1.109, H9 1.097, H10 1.173
2 C -0.641 0.606 0.635  C1 1.626, C3 1.494, N7 1.421, H11 1.105
3 C -0.355 -0.840 0.396  C2 1.494, C4 1.513, H12 1.110, H13 1.092
4 C 1.078 -0.962 -0.075  C3 1.513, C5 1.369, N6 1.446
5 C 2.123 -1.524 0.607  C4 1.369, H14 1.072, H15 1.100
6 N 1.128 -0.563 -1.464  C4 1.446, H16 1.007, H17 0.966
7 N 0.089 1.395 -0.295  C2 1.421, H18 1.001, H19 1.060, H20 0.981
8 H -2.598 0.855 -0.597  C1 1.109
9 H -2.357 1.933 0.772  C1 1.097
10 H -3.077 0.285 0.987  C1 1.173
11 H -0.120 0.890 1.568  C2 1.105
12 H -0.531 -1.578 1.207  C3 1.110
13 H -0.905 -1.238 -0.460  C3 1.092
14 H 1.905 -1.763 1.629  C5 1.072
15 H 3.124 -1.541 0.152  C5 1.100
16 H 1.973 -0.699 -1.994  N6 1.007
17 H 0.423 -0.919 -2.021  N6 0.966
18 H 0.953 1.799 0.012  N7 1.001
19 H 0.412 0.737 -1.060  N7 1.060
20 H -0.393 2.236 -0.445  N7 0.981

Properties
HOMO ... -13.148 eV
Kohn-Sham gap ... 10.127 eV
Charge ... +1
Energy above the lowest of the compared OMol25 structures with the same formula, charge and spin ... 2.7242 eV

Atom charges from the natural (NBO) analysis, given in e for atoms 1 to 2: atom 1 (C): -0.66, atom 2 (C): -0.05

=====

[2]
The following is a quantum chemistry calculation of a 8-piece molecular cluster, C20H50N6O8 overall, from the Open Molecules 2025 dataset.

Last columns: bonded neighbours and bond lengths (Å).
Element x y z (Å)
1 C -2.859 2.258 0.270  C2 1.496, H7 1.090, H8 1.090, H9 1.090
2 C -4.142 3.026 0.230  C1 1.496, C3 1.601, H10 1.090, H11 1.090
3 C -5.347 2.286 0.980  C2 1.601, C4 1.571, H12 1.090, H13 1.090
4 C -6.791 2.692 0.515  C3 1.571, C5 1.554, H14 1.090, H15 1.090
5 C -7.899 2.066 1.406  C4 1.554, C6 1.505, H16 1.090, H17 1.090
6 C -7.843 2.291 2.893  C5 1.505, H18 1.090, H19 1.090, H20 1.090
7 H -2.006 2.930 0.364  C1 1.090
8 H -2.633 1.638 -0.598  C1 1.090
9 H -2.954 1.467 1.014  C1 1.090
10 H -4.014 4.069 0.520  C2 1.090
11 H -4.310 3.135 -0.842  C2 1.090
12 H -5.207 2.477 2.045  C3 1.090
13 H -5.182 1.234 0.751  C3 1.090
14 H -6.775 3.781 0.467  C4 1.090
15 H -6.917 2.471 -0.545  C4 1.090
16 H -8.683 2.727 1.038  C5 1.090
17 H -8.375 1.149 1.062  C5 1.090
18 H -8.774 1.928 3.329  C6 1.090
19 H -7.032 1.712 3.332  C6 1.090
20 H -7.829 3.351 3.147  C6 1.090
21 C 4.477 -1.199 0.246  C22 1.458, O24 1.452, H25 1.090, H26 1.090
22 C 5.802 -1.235 -0.360  C21 1.458, O23 1.445, H27 1.090, H28 1.090
23 O 6.634 -2.399 -0.160  C22 1.445, H29 0.960
24 O 4.487 -1.116 1.695  C21 1.452, H30 0.960
25 H 3.988 -2.106 -0.110  C21 1.090
26 H 3.864 -0.387 -0.145  C21 1.090
27 H 6.381 -0.386 0.003  C22 1.090
28 H 5.717 -1.273 -1.446  C22 1.090
29 H 6.943 -2.403 0.750  O23 0.960
30 H 3.708 -1.462 2.137  O24 0.960
31 O 0.445 1.331 0.126  C32 1.234
32 C 0.640 0.130 0.328  O31 1.234, N33 1.283, C34 1.528
33 N 1.528 -0.201 1.194  C32 1.283, H35 1.010, H36 1.010
34 C 0.025 -1.013 -0.478  C32 1.528, H37 1.090, H38 1.090, H39 1.090
35 H 1.624 -1.156 1.511  N33 1.010
36 H 2.219 0.473 1.489  N33 1.010
37 H 0.727 -1.454 -1.186  C34 1.090
38 H -0.935 -0.740 -0.915  C34 1.090
39 H -0.306 -1.775 0.228  C34 1.090
40 O 1.833 -4.779 -3.392  C41 1.183
41 C 2.537 -3.841 -3.235  O40 1.183, N42 1.298, C43 1.539
42 N 2.088 -2.625 -3.182  C41 1.298, H44 1.010, H45 1.010
43 C 4.044 -4.156 -3.263  C41 1.539, H46 1.090, H47 1.090, H48 1.090
44 H 1.116 -2.417 -3.360  N42 1.010
45 H 2.757 -1.869 -3.139  N42 1.010
46 H 4.214 -5.066 -2.689  C43 1.090
47 H 4.532 -3.324 -2.755  C43 1.090
48 H 4.405 -4.318 -4.279  C43 1.090
49 O 1.208 6.099 1.125  C50 1.230
50 C 0.595 5.094 0.771  O49 1.230, N51 1.341, C52 1.524
51 N 0.068 4.262 1.681  C50 1.341, H53 1.010, H54 1.010
52 C 0.260 4.848 -0.695  C50 1.524, H55 1.090, H56 1.090, H57 1.090
53 H 0.373 4.532 2.605  N51 1.010
54 H -0.459 3.413 1.533  N51 1.010
55 H 1.162 5.168 -1.218  C52 1.090
56 H -0.503 5.571 -0.983  C52 1.090
57 H 0.141 3.806 -0.992  C52 1.090
58 O 3.566 2.679 -1.873  C59 1.186
59 C 3.938 2.966 -0.784  O58 1.186, N60 1.329, C61 1.512
60 N 3.156 2.791 0.277  C59 1.329, H62 1.010, H63 1.010
61 C 5.413 3.123 -0.493  C59 1.512, H64 1.090, H65 1.090, H66 1.090
62 H 2.161 2.637 0.205  N60 1.010
63 H 3.480 2.555 1.204  N60 1.010
64 H 5.988 2.197 -0.500  C61 1.090
65 H 5.676 3.642 0.428  C61 1.090
66 H 5.775 3.810 -1.257  C61 1.090
67 O 1.804 -2.616 2.380  C68 1.246
68 C 1.279 -3.729 2.577  O67 1.246, N69 1.300, C70 1.475
69 N 1.663 -4.471 3.573  C68 1.300, H71 1.010, H72 1.010
70 C 0.028 -4.178 1.938  C68 1.475, H73 1.090, H74 1.090, H75 1.090
71 H 2.417 -4.126 4.150  N69 1.010
72 H 1.231 -5.380 3.657  N69 1.010
73 H 0.242 -4.734 1.025  C70 1.090
74 H -0.460 -3.262 1.606  C70 1.090
75 H -0.696 -4.632 2.616  C70 1.090
76 O -1.425 -2.607 -3.870  C77 1.237
77 C -1.799 -3.155 -2.826  O76 1.237, N78 1.313, C79 1.525
78 N -1.064 -4.091 -2.272  C77 1.313, H80 1.010, H81 1.010
79 C -3.105 -2.818 -2.116  C77 1.525, H82 1.090, H83 1.090, H84 1.090
80 H -0.424 -4.548 -2.907  N78 1.010
81 H -1.422 -4.641 -1.505  N78 1.010
82 H -2.999 -1.805 -1.726  C79 1.090
83 H -3.375 -3.582 -1.386  C79 1.090
84 H -3.814 -2.736 -2.939  C79 1.090

Properties
HOMO (alpha / beta) ... 0.139 / -7.449 eV
Spin multiplicity ... 2
Kohn-Sham gap (alpha / beta) ... 2.369 / 9.892 eV
Charge ... -1

Atom charges from the Mulliken analysis, given in e for atoms 1 to 2: atom 1 (C): -0.57, atom 2 (C): -0.65

=====

[3]
The following is a quantum chemistry calculation of one molecule with the formula C4H7NO2, from the Open Molecules 2025 dataset.

Last columns: bonded neighbours and bond lengths (Å).
Element x y z (Å)
1 C 0.518 1.021 -1.223  C2 1.516, H8 1.100, H9 1.091, H10 1.095
2 C 0.109 -0.164 -0.371  C1 1.516, C3 1.441, O4 1.395, C5 1.527
3 C -1.035 -0.899 -0.847  C2 1.441, O4 1.547, H11 1.077, H12 1.101
4 O 0.433 -1.358 -1.014  C2 1.395, C3 1.547
5 C -0.161 -0.070 1.129  C2 1.527, O6 1.223, N7 1.348
6 O -1.351 -0.043 1.411  C5 1.223
7 N 0.769 -0.038 2.104  C5 1.348, H13 1.011, H14 1.002
8 H 0.399 0.726 -2.276  C1 1.100
9 H -0.137 1.870 -1.023  C1 1.091
10 H 1.567 1.303 -1.086  C1 1.095
11 H -1.541 -1.647 -0.260  C3 1.077
12 H -1.719 -0.332 -1.498  C3 1.101
13 H 0.400 -0.220 3.026  N7 1.011
14 H 1.750 -0.149 1.930  N7 1.002

Properties
HOMO ... -9.576 eV
Kohn-Sham gap ... 10.433 eV
Energy above the lowest of the compared OMol25 structures with the same formula, charge and spin ... 2.6422 eV

Atom charges from the natural (NBO) analysis, given in e for atoms 1 to 2: atom 1 (C): -0.62, atom 2 (C): 0.08

=====

[4]
The following is a quantum chemistry calculation of an isolated ion of composition C10H18NO4 and charge +1, from the Open Molecules 2025 dataset.

Last columns: bonded neighbours and bond lengths (Å).
Element x y z (Å)
1 C 2.071 1.115 2.356  C3 1.420, O12 1.146
2 C -0.097 -0.975 0.813  C5 1.447, O13 1.191, O15 1.372
3 C 1.657 2.203 1.544  C1 1.420, C4 1.547, H16 1.157, H17 1.034
4 C 0.141 2.505 1.495  C3 1.547, N11 1.514, H18 1.142, H19 1.047
5 C -0.382 0.209 1.593  C2 1.447, N11 1.461, O14 1.348
6 C -1.202 -1.974 -1.753  C10 1.504, H20 1.092, H21 1.058, H22 1.094
7 C 0.744 -0.592 -2.694  C10 1.502, H23 1.113, H24 1.161, H25 1.101
8 C 1.060 -2.740 -1.418  C10 1.529, H26 1.079, H27 1.073, H28 1.107
9 C -1.989 1.782 0.590  N11 1.430, H29 1.194, H30 1.024, H31 1.133
10 C 0.212 -1.482 -1.608  C6 1.504, C7 1.502, C8 1.529, O15 1.461
11 N -0.624 1.406 0.789  C4 1.514, C5 1.461, C9 1.430, H32 0.982
12 O 2.826 0.453 2.908  C1 1.146
13 O -0.282 -2.058 1.273  C2 1.191
14 O -1.182 0.022 2.662  C5 1.348, H33 1.013
15 O 0.388 -0.640 -0.427  C2 1.372, C10 1.461
16 H 2.137 3.156 1.991  C3 1.157
17 H 1.989 2.197 0.564  C3 1.034
18 H -0.367 2.598 2.514  C4 1.142
19 H 0.000 3.372 0.925  C4 1.047
20 H -1.862 -1.135 -1.525  C6 1.092
21 H -1.472 -2.498 -2.630  C6 1.058
22 H -1.393 -2.619 -0.890  C6 1.094
23 H 0.033 0.185 -3.053  C7 1.113
24 H 0.988 -1.172 -3.670  C7 1.161
25 H 1.612 -0.132 -2.195  C7 1.101
26 H 0.614 -3.518 -2.018  C8 1.079
27 H 1.986 -2.600 -1.942  C8 1.073
28 H 1.219 -3.070 -0.374  C8 1.107
29 H -2.161 2.707 -0.146  C9 1.194
30 H -2.503 0.995 0.184  C9 1.024
31 H -2.414 2.232 1.539  C9 1.133
32 H -0.238 1.001 -0.019  N11 0.982
33 H -1.509 -0.935 2.621  O14 1.013

Properties
HOMO (alpha / beta) ... -11.399 / -11.397 eV
Kohn-Sham gap (alpha / beta) ... 6.952 / 6.947 eV
Charge ... +1
Energy above the lowest of the compared OMol25 structures with the same formula, charge and spin ... 3.5023 eV

Atom charges from the natural (NBO) analysis, given in e for atoms 1 to 2: atom 1 (C): 0.83, atom 2 (C): 0.69

=====

Summary of total energy in eV
-8368.086; -46872.604; -9844.637; -20331.355
(order as listed above)